[1]
# C2H4N3OS

A cluster of 2 separate species, C2H4N3OS in total in a non-equilibrium geometry (the ωB97M-V functional and the def2-TZVPD basis, the Open Molecules 2025 dataset).

energy relative to the best compared isomer or geometry (same formula, charge and spin) = 0.0 kJ/mol
maximum force = 4.46 eV Å⁻¹
spin multiplicity = 3
gap between HOMO and LUMO (alpha / beta) = 0.3648 / 0.2864 Eh
net charge = +1

Element x y z (Å)
S: -0.2230 2.1962 0.0346
O: 1.7789 -0.9138 0.9765
N: -3.5575 -0.1856 0.2383
N: 0.2249 -0.4431 -0.9454
N: -2.5415 -0.2091 -0.1236
C: 0.3766 0.6192 0.0722
C: 1.3974 0.2201 1.0953
H: -0.6816 -0.7976 -1.0469
H: 0.7328 -0.2703 -1.8056
H: 0.8041 -1.2638 -0.2742
H: 1.6887 1.0478 1.7789

[2]
# C15H16Cl2ErN5O2S

A structure of composition C15H16Cl2ErN5O2S in a non-equilibrium geometry (the ωB97M-V functional and the def2-TZVPD basis, the Open Molecules 2025 dataset).

energy relative to the best compared isomer or geometry (same formula, charge and spin) = 12.1 kJ/mol
maximum force = 3.39 eV Å⁻¹
spin multiplicity = 4
gap between HOMO and LUMO (alpha / beta) = 0.3025 / 0.3038 Eh
net charge = +2

Element x y z (Å)
Er: -14.0881 5.3917 3.2037
Cl: -12.2736 3.6809 4.3722
Cl: -11.8433 6.5524 4.3278
S: -14.9538 7.7408 3.9925
O: -15.5811 5.8120 1.8635
O: -14.2891 4.8304 8.3065
N: -12.8922 4.9929 1.1875
N: -16.3606 6.9745 1.8332
N: -12.5342 4.9149 -1.0203
N: -16.2833 4.5182 9.3938
N: -15.7284 4.4179 4.5739
C: -15.5306 4.6377 8.2502
C: -16.2237 4.5861 6.9473
C: -11.5217 4.6621 0.9511
C: -17.0850 4.4680 4.3314
C: -17.2593 7.0465 0.8026
C: -17.9234 9.2044 1.7047
C: -17.6055 4.6819 6.6986
C: -18.0522 8.1920 0.7315
C: -11.2840 4.6090 -0.3936
C: -11.1557 5.0008 4.9718
C: -15.3368 4.4565 5.8774
C: -13.4281 5.1260 -0.0387
C: -18.0159 4.6243 5.3606
C: -16.1361 7.9284 2.8078
C: -16.9745 9.0789 2.7236
H: -19.0659 4.7328 5.0763
H: -15.7987 4.5478 10.2854
H: -17.4345 4.4225 3.3107
H: -18.5672 10.0735 1.6775
H: -16.8371 9.8247 3.4982
H: -17.2738 4.3042 9.3595
H: -10.3732 4.4283 -0.9418
H: -18.7428 8.3024 -0.1028
H: -18.3154 4.8761 7.5030
H: -12.7405 4.9691 -2.0142
H: -10.1696 4.8621 4.5324
H: -11.1976 5.0096 6.0651
H: -14.4664 5.3858 -0.2157
H: -10.8421 4.5253 1.7809
H: -17.2764 6.2119 0.1174
H: -14.2747 4.4023 6.1267

[3]
# C18H26N3O10P2SiTi

A structure of composition C18H26N3O10P2SiTi (the ωB97M-V functional and the def2-TZVPD basis, the Open Molecules 2025 dataset).

energy relative to the best compared isomer or geometry (same formula, charge and spin) = 0.0 kJ/mol
maximum force = 0.34 eV Å⁻¹
gap between HOMO and LUMO (alpha / beta) = 0.2023 / 0.2025 Eh
net charge = -1

Element x y z (Å)
Ti: -0.2486 0.2910 0.8624
P: -2.9714 -1.1051 1.5210
P: -2.9926 1.6929 0.0383
Si: 0.0690 -1.4156 -2.1620
O: -1.6592 -1.1265 0.7225
O: 5.4843 -1.0863 5.4364
O: -2.5906 -0.8883 3.0529
O: -3.7339 2.9683 0.1679
O: -3.9161 -2.2334 1.3253
O: 1.6051 -0.0902 0.6507
O: 6.8392 -1.2851 3.7833
O: -0.0020 0.2443 2.6973
O: -1.5607 1.6927 0.6791
O: -2.9911 0.9756 -1.3130
N: -0.2725 0.1972 -1.4459
N: -4.9137 -0.1242 0.0325
N: 5.7266 -1.0849 4.2414
C: 2.2955 -0.3192 2.9453
C: -3.9240 0.4108 1.0502
C: 3.8716 -0.5482 1.0753
C: 4.9147 -0.8053 1.9294
C: 2.5703 -0.3062 1.5421
C: 0.3179 1.3231 -2.1189
C: 3.3833 -0.5836 3.8064
C: -4.6771 0.9995 2.2317
C: 1.3860 -1.2327 -3.4773
C: 1.4512 3.5080 -3.4376
C: 2.2325 2.6872 -2.6376
C: 4.6354 -0.8154 3.3028
C: 0.6544 -2.6795 -0.9254
C: 1.6728 1.6040 -1.9755
C: 1.0160 -0.0666 3.4711
C: 0.0938 3.2405 -3.5609
C: -1.5520 -1.9768 -2.9030
C: -0.4734 2.1564 -2.9083
H: 1.8907 4.3574 -3.9451
H: -5.7652 0.4315 0.0268
H: -0.5339 3.8834 -4.1654
H: -5.3091 1.8198 1.8860
H: 1.6267 -2.4140 -0.5083
H: 5.9140 -0.9978 1.5731
H: 0.8420 -0.0537 4.5413
H: -1.4505 -2.9504 -3.3881
H: -5.0828 -1.1178 0.2559
H: -3.9648 1.4173 2.9399
H: -5.2710 0.2457 2.7553
H: 1.5729 -2.2053 -3.9405
H: 3.2303 -0.6022 4.8764
H: 0.7540 -3.6371 -1.4466
H: -4.4027 0.0119 -0.8760
H: -2.2968 -2.0672 -2.1082
H: 2.3227 -0.8859 -3.0394
H: -1.6942 -0.5096 3.1510
H: 4.0282 -0.5351 0.0028
H: -1.2996 0.3436 -1.4802
H: 1.1010 -0.5255 -4.2585
H: 3.2881 2.8963 -2.5122
H: -1.9259 -1.2596 -3.6370
H: 2.2749 0.9836 -1.3230
H: -1.5364 1.9629 -2.9730
H: -0.0537 -2.8106 -0.1071

[4]
# C45H129BClN8O18

A cluster of 16 separate species, C45H129BClN8O18 in total in a non-equilibrium geometry (the ωB97M-V functional and the def2-TZVPD basis, the Open Molecules 2025 dataset).

maximum force = 4.25 eV Å⁻¹
gap between HOMO and LUMO = 0.2964 Eh
net charge = +1

Element x y z (Å)
Cl: 1.4674 -3.3591 -4.1065
O: -1.2834 3.2143 -0.5881
O: 7.0635 0.5275 -0.0971
O: 3.8141 -0.2905 -5.2809
O: 1.5433 1.2304 3.3509
O: 0.2404 -3.8569 -4.6060
O: -5.6861 2.5023 7.1312
O: 2.7647 2.2752 -5.5236
O: 0.6704 2.3180 0.8701
O: 3.2274 -1.3239 -1.1506
O: 2.4003 -3.0307 -5.1827
O: -5.4852 -2.7574 -0.8820
O: 2.0754 -4.4459 -3.3428
O: 1.3052 -2.2241 -3.2549
O: -1.3312 -0.3580 -2.2794
O: -1.3938 -2.2945 0.3878
O: 4.6371 -1.4672 0.9518
O: 0.6855 0.6274 -7.1660
O: -4.9914 -0.2364 -0.3178
N: -0.1512 0.8067 -4.3737
N: -1.1588 -3.1984 1.3799
N: -4.5602 2.4800 6.2123
N: 2.8121 3.2312 1.9374
N: 4.5129 -3.7788 -0.9281
N: 1.2720 3.7115 -1.4934
N: 3.6712 1.5745 -1.2690
N: -2.7901 -2.6329 -2.3504
C: 1.3664 1.3923 -8.1358
C: -0.4046 -5.4248 2.0871
C: 5.0742 -3.8114 0.4526
C: -3.1035 3.7713 7.6383
C: -2.6629 3.6326 5.1479
C: 5.1259 1.1400 -1.4335
C: -4.1503 -2.2095 -2.8933
C: 3.9255 2.9504 -6.0520
C: -1.9932 -2.9316 2.5762
C: -5.4593 0.4345 5.0952
C: 7.6288 0.3879 1.1935
C: -0.9832 -4.5960 0.9236
C: 0.6133 4.6733 -3.4704
C: -5.2466 -3.1510 -2.2710
C: 4.8826 -0.1443 -6.1791
C: 0.0818 -4.5210 -0.1815
C: -3.7611 1.7859 3.9269
C: -6.1081 -3.7124 -0.0607
C: -3.0916 3.1345 3.7792
C: 5.8809 1.9004 -2.4899
C: 2.7837 1.6792 3.8645
C: -4.7278 5.0175 6.1694
C: 0.1418 4.4218 -2.0052
C: 5.6015 -2.4516 0.9039
C: 5.8162 1.2206 -0.0595
C: -1.1619 -5.3071 3.3541
C: -4.1664 -2.2978 -4.4282
C: -1.4155 -3.8335 3.6805
C: -1.0443 3.6172 -1.9479
C: 5.0043 2.6742 3.0203
C: -2.5370 2.6766 -0.2298
C: -5.0015 1.8542 4.8859
C: -6.1509 2.5975 4.2755
C: -3.7734 3.7673 6.2602
C: -2.4546 1.2912 -4.9683
C: -3.5178 -3.1355 2.4837
C: -2.3263 -5.1604 0.3610
C: -0.5923 1.1285 -6.8041
C: 3.6696 -1.5119 2.0059
C: 6.1944 -4.8903 0.4093
C: -1.7428 -1.5288 3.1460
C: -5.7236 0.2961 0.7261
C: -1.1330 0.6314 -5.4129
C: 0.5575 0.7869 4.3879
C: 3.5941 2.1502 2.6391
B: 0.7313 -0.2101 -0.4156
H: 2.3552 0.9388 -8.0667
H: -1.8688 4.3095 -2.1183
H: 0.9218 -1.2716 -0.3803
H: -0.3642 -6.4954 1.8864
H: -6.7777 0.3831 0.4627
H: 4.1250 2.5148 -7.0311
H: 5.3996 1.6726 -3.4410
H: -2.0077 -5.9624 3.1457
H: -3.7347 -3.9900 1.8428
H: -4.0370 -3.2375 3.4367
H: 1.1105 1.2149 -9.1803
H: 5.1846 0.0945 -1.7360
H: -1.3304 0.8798 -7.5666
H: 2.9017 -0.7458 2.1131
H: -0.3378 0.6807 3.7752
H: 3.6850 2.5608 -1.0524
H: 0.6230 -5.1043 2.2586
H: 1.4551 5.3648 -3.5074
H: -2.0934 -5.9588 -0.3436
H: 1.0096 -4.0017 0.0582
H: -4.4741 -1.2059 -2.6175
H: 5.8305 2.9794 -2.3437
H: 3.4272 -2.2406 -1.3540
H: -1.2977 -0.4412 -5.5157
H: -0.7326 -1.3449 3.5118
H: 4.8473 3.5438 3.6584
H: -5.5890 1.6145 7.4834
H: -5.7780 0.1258 4.0996
H: -2.6946 2.7140 0.8481
H: 6.3653 -2.0501 0.2379
H: -4.6756 -0.2064 5.4992
H: 0.8060 0.0083 -1.4696
H: 1.5564 3.0251 -2.1775
H: -1.0709 -0.0423 -3.1479
H: 5.5228 0.6888 -5.8886
H: 0.1626 1.7623 -4.4660
H: 5.5369 3.1183 2.1793
H: -2.7414 0.9655 -3.9684
H: 4.0473 -4.6750 -0.9372
H: 6.1194 -2.5162 1.8608
H: 3.1132 -2.4479 1.9560
H: -2.3183 -1.4623 4.0694
H: 2.6598 2.4862 4.5866
H: 0.4896 2.7549 0.0346
H: 3.6393 -1.0158 -0.3401
H: 0.6662 0.3477 -4.7494
H: -1.8491 -1.1659 -2.3058
H: -3.3559 3.2981 -0.5921
H: 4.5251 -0.0220 -7.2015
H: -2.3096 4.6487 4.9723
H: -2.6748 1.6632 -0.6070
H: -0.5072 -2.0020 0.1642
H: -3.7476 3.9815 8.4922
H: 4.2555 -4.1524 1.0862
H: 3.5266 1.7211 -2.2578
H: 2.0055 4.4056 -1.4772
H: 7.0323 -4.5018 -0.1695
H: -5.4269 -4.5475 0.1022
H: -3.9548 -3.2791 -4.8528
H: 0.7395 1.3651 0.7762
H: -2.8675 -2.7588 -1.3513
H: -6.9967 -4.1168 -0.5455
H: -2.8973 -4.5144 -0.3059
H: -6.9825 2.5038 4.9739
H: -6.3464 0.3097 5.7161
H: -2.0618 -3.8360 4.5582
H: -0.4560 -3.4594 4.0376
H: 8.5099 -0.2504 1.1279
H: -1.7976 3.0958 5.5370
H: 0.8318 3.7283 -3.9678
H: -0.1406 5.2833 -1.4001
H: -0.5685 -5.7244 4.1676
H: -4.2963 5.7689 6.8308
H: -2.2706 2.3585 -4.8451
H: -4.9373 -4.1959 -2.2494
H: -3.8090 3.7865 3.2809
H: 3.3857 -1.1479 -5.3349
H: -4.8529 5.5258 5.2133
H: -5.6802 -0.3607 1.5950
H: 0.8234 -0.2473 4.6066
H: 7.0026 -0.2035 1.8615
H: -1.1305 2.7980 -2.6618
H: 5.2219 -3.8907 -1.6387
H: -2.2522 3.0250 3.0925
H: -0.2521 -4.1239 -1.1401
H: 2.3177 3.7648 2.6380
H: 3.7773 3.9989 -6.3106
H: -3.1616 1.1927 -5.7920
H: -5.6884 4.8426 6.6541
H: 5.9675 -5.8310 -0.0923
H: -3.3902 -1.7105 -4.9188
H: -3.0652 1.0041 4.2312
H: 4.6416 2.8528 -5.2361
H: -2.9890 -5.6449 1.0779
H: -6.3391 -3.2996 0.9213
H: 2.2859 -1.1423 -1.1042
H: -0.0740 5.1783 -4.1491
H: 1.5653 2.4581 -8.0233
H: 0.4276 1.3307 5.3235
H: 7.8154 1.3865 1.5886
H: -0.5699 -0.4019 -1.6963
H: -5.0295 -1.8791 -4.9457
H: 0.3635 -5.5353 -0.4644
H: 1.5277 0.2570 0.1429
H: 3.2886 0.9046 4.4418
H: -4.0524 -2.2949 2.0414
H: -5.3585 -1.0705 -0.6196
H: -2.5481 -3.5730 -2.6294
H: -6.5264 2.1200 3.3705
H: 5.1280 0.9212 0.7310
H: -4.1349 1.5397 2.9330
H: 5.5110 1.9144 3.6153
H: -0.4448 2.2072 -6.7536
H: 6.9280 1.6014 -2.5377
H: -5.3165 1.2351 1.1011
H: -1.9122 -0.7713 2.3808
H: -0.2538 0.0723 -0.0780
H: -2.6617 2.8070 7.8895
H: 5.5744 -0.9820 -6.0904
H: 6.0280 2.2297 0.2940
H: 4.2030 -1.4539 2.9547
H: 2.9301 1.3553 -5.3042
H: -6.1898 -3.0628 -2.8102
H: 3.7378 1.2781 2.0012
H: 6.4109 -5.1685 1.4408
H: 1.4051 2.7041 1.3525
H: -5.8630 3.6399 4.1391
H: -2.3339 4.5272 7.7947
H: 3.4218 3.9717 1.6212

> Which value of net charge does entry 2 give?

+2

> Which of these has the lowest maximum force?

C18H26N3O10P2SiTi

> net charge of number 4 (C45H129BClN8O18)?

+1